[1]
The following is a DFT calculation (ωB97M-V/def2-TZVPD) of 2 unconnected molecules or ions with the total composition C5H14 at a distorted geometry.

Summary:
* SMILES string: CCC.CC
* multiplicity: 1
* net charge: 0
* frontier orbital gap: 12.1 eV
* energy above the lowest of the compared OMol25 structures with the same formula, charge and spin: 15.58 kcal/mol

Atoms and positions in Å:
C -1.16084 -0.71805 -1.84038
C -0.73482 -1.73293 -0.74445
C 0.75237 -1.98780 -0.82604
H -2.23360 -0.66234 -1.64752
H -0.91997 -0.87196 -2.89755
H -0.66422 0.27825 -1.59694
H -1.05607 -1.50188 0.28396
H -1.26291 -2.67855 -1.03890
H 1.10473 -2.62218 -0.01389
H 0.86458 -2.61136 -1.71982
H 1.46835 -1.15857 -0.86615
C 1.09207 2.24477 1.15698
C -0.01862 2.01457 2.17533
H 1.19444 1.38033 0.52839
H 0.86056 3.12941 0.54482
H 2.07374 2.62561 1.57110
H -0.18092 2.99896 2.72166
H 0.24886 1.36951 3.01498
H -0.94743 1.69354 1.73183

Atomic partial charges in e from the Mulliken method, atoms 1 to 4:
1. C -0.96
2. C -0.24
3. C -1.16
4. H 0.29



[2]
The following is a DFT calculation (ωB97M-V/def2-TZVPD) of 2 unconnected molecules or ions with the total composition C5H14 at a distorted geometry.

Summary:
* SMILES string: CCC.CC
* multiplicity: 1
* net charge: 0
* frontier orbital gap: 11.8 eV
* energy above the lowest of the compared OMol25 structures with the same formula, charge and spin: 25.58 kcal/mol

Atoms and positions in Å:
C 0.05287 -1.38446 -2.41988
C 1.49746 -1.05698 -2.10436
C 1.62301 0.26686 -1.39852
H -0.23450 -2.37372 -2.78210
H -0.54788 -1.20797 -1.51091
H -0.25676 -0.62169 -3.15293
H 1.96586 -1.97278 -1.67082
H 2.08859 -1.14810 -3.06498
H 2.39830 0.23255 -0.60930
H 1.91209 1.06739 -2.05382
H 0.69311 0.67862 -0.98394
C -1.63523 0.33184 2.83676
C -1.08447 1.75599 2.60350
H -0.86566 -0.44893 2.95946
H -2.25055 0.18815 3.69368
H -2.27456 -0.26406 2.15569
H -0.37969 1.88846 3.40361
H -0.73646 1.68186 1.56234
H -1.96554 2.38699 2.53653

Atomic partial charges in e from the Mulliken method, atoms 1 to 4:
1. C -1.11
2. C -0.16
3. C -0.95
4. H 0.35



[3]
The following is a DFT calculation (ωB97M-V/def2-TZVPD) of 2 unconnected molecules or ions with the total composition C5H14.

Summary:
* SMILES string: CCC.CC
* multiplicity: 1
* net charge: 0
* frontier orbital gap: 12.6 eV
* energy above the lowest of the compared OMol25 structures with the same formula, charge and spin: 2.74 kcal/mol

Atoms and positions in Å:
C -1.34998 -0.72663 1.36704
C -0.60930 -1.28588 0.15698
C -0.77361 -2.81417 0.03020
H -2.41986 -0.66908 1.16755
H -1.01587 0.28961 1.61481
H -1.24536 -1.33808 2.25785
H -1.06944 -0.87135 -0.74855
H 0.42994 -0.97822 0.16177
H -1.77835 -3.08878 0.36415
H -0.64892 -3.16204 -0.99651
H -0.09500 -3.35249 0.69243
C 0.97269 2.14200 -0.11435
C 1.65621 2.55090 -1.40889
H 0.98592 2.97486 0.59878
H -0.08206 1.88056 -0.19980
H 1.48822 1.29437 0.34666
H 1.06060 3.25873 -1.97906
H 2.60722 3.05016 -1.18740
H 1.86256 1.71571 -2.08345

Atomic partial charges in e from the Mulliken method, atoms 1 to 4:
1. C -1.18
2. C 0.07
3. C -1.26
4. H 0.31



[4]
The following is a DFT calculation (ωB97M-V/def2-TZVPD) of 2 unconnected molecules or ions with the total composition C5H14 at a distorted geometry.

Summary:
* SMILES string: CCC.CC
* multiplicity: 1
* net charge: 0
* frontier orbital gap: 12.5 eV
* energy above the lowest of the compared OMol25 structures with the same formula, charge and spin: 3.97 kcal/mol

Atoms and positions in Å:
C 0.74705 -0.17956 2.58778
C -0.35761 0.17837 1.61346
C -0.12910 1.58835 1.00183
H 0.52964 0.21365 3.58132
H 0.80429 -1.26217 2.72180
H 1.70793 0.22842 2.28094
H -0.35662 -0.49757 0.75505
H -1.37397 0.14813 2.01238
H -0.97984 1.96047 0.43130
H 0.11177 2.28462 1.78875
H 0.74891 1.51339 0.35860
C 0.34937 -0.21161 -2.64628
C -0.64205 -1.32041 -2.34518
H 0.21096 0.59984 -1.94284
H 1.39906 -0.48792 -2.53288
H 0.28332 0.18568 -3.66092
H -1.66142 -0.95612 -2.32880
H -0.40762 -1.84646 -1.41659
H -0.54556 -2.13082 -3.08137

Atomic partial charges in e from the Mulliken method, atoms 1 to 4:
1. C -1.16
2. C 0.30
3. C -1.25
4. H 0.30